Entry 1:
# C25H30N9O12P2SSn

A molecular structure, C25H30N9O12P2SSn (ωB97M-V/def2-TZVPD, the Open Molecules 2025 dataset).

- charge = +1
- calculated total energy (eV) = -99633.505
- HOMO level (spin up / spin down) (eV) = -11.23 / -11.23
- Kohn-Sham gap (spin up / spin down) (Ha) = 0.1986 / 0.2237

Cartesian coordinates (Å):
Sn: -0.961030 -1.373227 1.043836
C: -0.365689 -0.684656 6.468253
C: -0.277659 -0.470523 4.959927
O: 0.474340 0.705190 4.661897
P: 0.730639 -1.753429 4.165381
O: 2.162257 -1.642004 4.829414
O: 0.232321 -3.168614 4.668336
O: 0.708972 -1.700152 2.683043
P: -1.957758 -0.242793 4.223558
O: -2.734495 -1.599504 4.647585
O: -2.549324 0.952721 4.845328
O: -1.793393 -0.307270 2.713252
H: 0.632782 -0.707978 6.904226
H: -0.893590 -1.605919 6.712958
H: -0.921795 0.144371 6.905847
H: -0.086928 1.468527 4.862170
H: 2.601170 -0.807419 4.661237
H: 0.496351 -3.407176 5.557013
H: -3.415764 -1.395552 5.290682
N: -2.285861 -3.548886 2.268635
C: -3.218651 -4.500701 1.667929
C: -2.672893 -5.240761 0.462905
C: -2.446006 -4.143162 -0.735440
O: -3.412513 -4.238407 -1.480303
O: -1.450237 -3.468851 -0.622479
H: -1.489158 -4.032550 2.675146
H: -2.739650 -3.058705 3.035593
H: -4.140048 -3.976195 1.403214
H: -3.512675 -5.299430 2.368287
H: -3.357800 -6.010929 0.126441
H: -1.669141 -5.642592 0.600165
O: 7.942245 -3.720557 -5.145667
S: 6.537243 -3.952515 -5.051519
O: 6.017805 -4.745076 -3.984478
O: 5.724222 -3.814300 -6.255584
C: 5.851153 -2.040719 -4.595112
N: 6.511078 -1.084605 -5.152480
C: 6.118431 0.122438 -4.734337
C: 5.089915 0.276130 -3.814562
C: 4.469686 -0.868775 -3.332201
N: 4.877880 -2.072004 -3.763105
C: 3.347863 -0.876080 -2.353171
C: 2.819763 -2.091345 -1.936388
C: 1.771499 -2.087225 -1.034809
N: 1.239694 -0.970555 -0.543314
C: 1.750739 0.194715 -0.939472
C: 2.799149 0.291171 -1.836467
H: 6.638555 0.974665 -5.152621
H: 4.786990 1.264558 -3.511527
H: 3.223429 -3.018929 -2.314352
H: 1.331967 -3.018182 -0.700564
H: 1.298657 1.088386 -0.526183
H: 3.161598 1.268813 -2.116150
C: -3.404429 1.953648 0.984309
C: -2.742886 1.517754 -0.273653
N: -1.896755 0.510008 -0.423246
C: -1.569881 0.472271 -1.765512
C: -2.215272 1.461076 -2.422364
N: -2.958694 2.117949 -1.468430
C: -3.729076 3.322488 -1.720648
N: -2.885497 4.368660 -2.221398
N: -3.096415 4.850513 -3.473571
N: -2.221550 5.729299 -3.750780
C: -1.373170 5.849840 -2.669127
C: -0.258057 6.672402 -2.486925
C: 0.408153 6.565319 -1.290477
C: -0.018812 5.662942 -0.290572
C: -1.116458 4.848850 -0.457064
C: -1.789391 4.969303 -1.677668
H: -3.000888 1.391884 1.817589
H: -4.480987 1.787984 0.934856
H: -3.241550 3.013260 1.180306
H: -0.907912 -0.274741 -2.163711
H: -2.218565 1.765341 -3.451927
H: -4.227472 3.615086 -0.795239
H: -4.479146 3.137053 -2.491624
H: 0.054422 7.360173 -3.258138
H: 1.273532 7.184042 -1.102308
H: 0.531506 5.617150 0.638605
H: -1.431105 4.167038 0.318783

Cartesian forces (eV/Å) of the 3 atoms listed first:
-0.031 -0.096 -0.076
-0.059 -0.045 0.021
-0.032 -0.131 0.048



Entry 2:
# C36H27N2O4PPt

A molecular structure, C36H27N2O4PPt in a non-equilibrium geometry (ωB97M-V/def2-TZVPD, the Open Molecules 2025 dataset).

- charge = 0
- calculated total energy (eV) = -61475.823
- HOMO level (eV) = -7.20
- Kohn-Sham gap (Ha) = 0.2355

Cartesian coordinates (Å):
Pt: -0.272292 -0.312074 0.239931
C: -0.708921 -0.366669 -3.616723
O: 0.115883 -0.139670 -2.483090
C: 1.405917 0.216074 -2.640600
C: 2.002985 0.305217 -3.897481
C: 3.346418 0.612128 -4.031909
C: 4.115087 0.803560 -2.898774
C: 3.523575 0.710844 -1.649195
C: 2.163580 0.456758 -1.485487
N: 1.595213 0.365405 -0.135131
N: 2.412314 0.713765 0.765898
C: 2.278151 0.389091 2.055701
C: 1.334434 -0.569776 2.602045
O: 0.561783 -1.306183 1.930807
C: 1.276696 -0.701333 4.045771
C: 2.143327 -0.058764 4.841518
C: 3.212156 0.765988 4.324999
C: 4.188624 1.294665 5.183563
C: 5.252024 2.006464 4.685234
C: 5.337460 2.224360 3.304731
C: 4.369437 1.740951 2.453322
C: 3.289741 0.986896 2.943806
H: -0.766148 0.526642 -4.241737
H: -1.691862 -0.604171 -3.219695
H: -0.350983 -1.217426 -4.200061
H: 1.412208 0.113558 -4.778932
H: 3.786096 0.676159 -5.020160
H: 5.174497 1.009417 -2.977155
H: 4.120687 0.843529 -0.761595
H: 0.507781 -1.352222 4.442247
H: 2.063399 -0.170426 5.919211
H: 4.096959 1.117825 6.250480
H: 6.015895 2.388929 5.348822
H: 6.178892 2.773627 2.899500
H: 4.431273 1.933358 1.391581
O: -3.206147 -2.037929 -1.377726
C: -2.903312 -1.288890 -0.476943
O: -1.891225 -1.467935 0.342957
C: -3.808773 -0.119092 -0.180504
C: -5.181190 -0.359999 -0.142730
C: -6.062087 0.650673 0.200989
C: -5.586344 1.926017 0.495018
C: -4.228180 2.178519 0.436210
C: -3.337382 1.158159 0.095204
P: -1.586484 1.522188 -0.047994
C: -1.407727 2.575089 -1.523177
C: -0.112475 2.886685 -1.939262
C: 0.099660 3.680327 -3.055271
C: -0.986515 4.162294 -3.778945
C: -2.276962 3.840397 -3.385608
C: -2.488944 3.049003 -2.260153
C: -1.251284 2.619132 1.363142
C: -1.737233 2.233555 2.614137
C: -1.451176 2.991496 3.739128
C: -0.666396 4.133642 3.627284
C: -0.165210 4.509063 2.389695
C: -0.454745 3.753519 1.258139
H: -5.534615 -1.355139 -0.379878
H: -7.125445 0.447184 0.245662
H: -6.273271 2.719456 0.762496
H: -3.852732 3.172603 0.653202
H: 0.733138 2.491586 -1.392906
H: 1.112036 3.909597 -3.368346
H: -0.824032 4.782035 -4.652695
H: -3.125006 4.202324 -3.954679
H: -3.500055 2.790689 -1.971192
H: -2.333694 1.332206 2.706787
H: -1.837382 2.687841 4.704881
H: -0.442891 4.726768 4.506023
H: 0.455175 5.392527 2.299277
H: -0.059780 4.058811 0.296833

Cartesian forces (eV/Å) of the 3 atoms listed first:
-0.575 0.414 0.075
0.055 -0.005 0.060
-0.176 0.016 -0.015